Molecular formula: C20H18N3NiO8P
Method: DFT, wB97M-V/def2-TZVPD

The relative energy (zero: lowest compared OMol25 entry of this formula, charge and spin) comes out at 0.213 eV. The strongest force on any atom comes out at 0.74 eV Å⁻¹. As for the total energy: -3388.82144 Ha. The calculation puts the molar mass at 518.0 g mol⁻¹.

Element x y z (Å)
Ni  -0.29538  0.01093  0.78170
O  -5.62547  -1.53821  -0.27195
C  -4.88767  -2.62678  -0.11282
O  -5.35406  -3.73685  -0.11886
C  -3.42368  -2.42868  0.07905
C  -2.51909  -3.45348  0.27957
N  -1.30853  -2.90256  0.40054
N  -1.35990  -1.57461  0.30331
C  -2.63511  -1.27291  0.10965
C  -2.89834  0.18226  -0.00649
O  -4.02834  0.60815  -0.19310
O  -1.82897  0.89448  0.10398
H  -5.08816  -0.70387  -0.25584
H  -2.68312  -4.51580  0.33875
H  -0.45134  -3.34055  0.69516
C  2.39174  2.03934  1.21007
P  0.60989  1.98023  0.90577
C  -0.16699  2.90926  2.24823
C  0.36838  2.93906  -0.60524
C  0.58546  2.29310  -1.82273
C  0.43096  2.97868  -3.01646
C  0.04696  4.31311  -3.00268
C  -0.17892  4.95821  -1.79680
C  -0.01826  4.27500  -0.59889
H  2.73993  3.07236  1.20874
H  2.90896  1.48512  0.42773
H  2.60824  1.57538  2.16823
H  0.22429  3.92194  2.34124
H  0.01846  2.37318  3.17962
H  -1.24036  2.93744  2.06193
H  0.86478  1.24604  -1.83464
H  0.59734  2.46953  -3.95657
H  -0.08486  4.84740  -3.93449
H  -0.48807  5.99516  -1.78520
H  -0.21023  4.79054  0.33280
O  -0.01666  -2.52708  2.65615
C  0.83496  -1.66003  2.75991
O  1.03016  -0.66311  1.94767
C  1.80085  -1.72194  3.92158
C  2.77185  -0.74849  4.12605
C  3.63332  -0.83166  5.20682
C  3.50404  -1.90419  6.06759
C  2.55154  -2.88874  5.88966
C  1.69499  -2.78894  4.80667
N  4.42229  -2.00132  7.22332
O  5.21887  -1.09957  7.38437
O  4.32111  -2.97409  7.94087
H  2.85143  0.06807  3.42712
H  4.39541  -0.08881  5.38975
H  2.49178  -3.70758  6.59105
H  0.92932  -3.53149  4.63261